[1]
C13H38O10 | ωB97M-V/def2-TZVPD

```
61
Properties=species:S:1:pos:R:3:nbo_charge:R:1
C -0.019 0.949 0.696 0.9593
O 0.753 1.823 0.363 -0.8651
O -1.216 1.212 0.710 -0.9020
O 0.440 -0.124 1.112 -0.9367
C -1.510 4.659 -3.084 -0.6194
C -1.207 3.350 -2.328 -0.0689
O -1.188 3.556 -0.930 -0.7587
H -1.410 4.450 -4.149 0.1806
H -0.843 5.467 -2.786 0.1969
H -2.494 5.115 -2.973 0.1847
H -0.255 2.942 -2.668 0.1701
H -1.981 2.604 -2.505 0.1562
H -1.028 2.707 -0.510 0.5238
C 4.302 2.891 -2.971 -0.6335
C 3.340 1.855 -2.475 -0.0712
O 2.172 2.470 -2.028 -0.7513
H 3.677 3.706 -3.336 0.2156
H 4.779 2.597 -3.906 0.1835
H 5.024 3.338 -2.287 0.1990
H 3.795 1.423 -1.584 0.1675
H 3.111 1.090 -3.217 0.1395
H 1.821 1.949 -1.302 0.5264
C 2.163 -2.922 4.752 -0.6113
C 1.260 -2.262 3.750 -0.0599
O 1.818 -1.077 3.314 -0.7688
H 2.323 -2.304 5.635 0.1886
H 3.138 -3.179 4.338 0.1942
H 1.703 -3.848 5.097 0.1823
H 0.330 -1.970 4.238 0.1490
H 1.060 -2.953 2.931 0.1692
H 1.432 -0.768 2.490 0.5244
C 3.373 -2.499 -1.866 -0.6132
C 2.159 -1.853 -1.310 -0.0661
O 2.251 -1.860 0.138 -0.7681
H 3.387 -2.384 -2.950 0.1857
H 3.403 -3.569 -1.660 0.1884
H 4.250 -2.019 -1.431 0.2055
H 1.299 -2.392 -1.708 0.1386
H 2.055 -0.852 -1.726 0.1659
H 1.598 -1.219 0.428 0.5183
C -5.325 -0.661 -1.249 -0.6154
C -4.237 -0.335 -0.244 -0.0578
O -3.435 0.672 -0.762 -0.7700
H -5.900 0.207 -1.572 0.1921
H -6.092 -1.341 -0.880 0.1811
H -4.845 -1.166 -2.087 0.1922
H -3.737 -1.290 -0.084 0.1516
H -4.651 0.131 0.650 0.1618
H -2.696 0.822 -0.167 0.5267
C -1.289 -3.059 0.250 -0.2340
O -1.143 -2.420 1.473 -0.7808
H -1.854 -2.402 -0.411 0.1568
H -0.306 -3.297 -0.158 0.1590
H -1.907 -3.948 0.371 0.1447
H -0.585 -1.643 1.402 0.5167
C -1.760 -0.238 3.826 -0.2421
O -2.598 0.320 2.893 -0.7733
H -1.511 -1.289 3.683 0.1608
H -0.887 0.415 3.834 0.1716
H -2.289 -0.114 4.771 0.1292
H -2.015 0.534 2.161 0.5099
```

Results
energy relative to the best compared isomer or geometry (same formula, charge and spin): 0.000 eV
LUMO level: 5.02 eV
gap between HOMO and LUMO: 5.9862 eV
energy: -34571.7807 eV
total charge: -2
molar mass: 354.44 u

---

[2]
C6H5BeO6 | ωB97M-V/def2-TZVPD

```
18
Properties=species:S:1:pos:R:3:nbo_charge:R:1
O 0.774 0.120 -5.189 -0.4256
C 0.370 0.112 -4.122 0.4683
Be 0.032 0.083 -0.582 1.4520
O 2.529 0.102 -1.730 -0.3459
C 1.387 0.096 -1.550 0.2851
C -1.679 0.098 -0.547 -0.1846
O -2.454 0.160 0.401 -0.4270
C -0.103 -1.520 -0.563 0.3184
O -0.245 -2.648 -0.313 -0.3137
C -0.165 1.688 -0.586 0.3217
O -0.345 2.814 -0.400 -0.3187
H -1.942 0.052 -1.640 0.1215
C 0.090 -0.456 2.924 -0.2678
O 0.755 0.279 1.878 -0.7733
H 0.832 -0.640 3.708 0.1956
H -0.303 -1.442 2.609 0.1947
H -0.756 0.118 3.364 0.1982
H 1.222 0.984 2.338 0.5013
```

Results
energy relative to the best compared isomer or geometry (same formula, charge and spin): 3.179 eV
LUMO level (spin up / spin down): -6.21 / -6.21 eV
gap between HOMO and LUMO (spin up / spin down): 6.4583 / 6.4574 eV
energy: -18977.0924 eV
total charge: +1
molar mass: 182.11 u

---

[3]
C3H5NO | ωB97M-V/def2-TZVPD

```
10
Properties=species:S:1:pos:R:3:nbo_charge:R:1
O 2.203 -1.101 0.128 -0.5383
C 1.355 -0.357 -0.277 0.4611
N 0.129 0.501 1.068 -0.4472
C -0.982 0.821 0.435 -0.0348
C -0.161 -0.582 -0.088 -0.4027
H 1.551 0.518 -0.922 0.1239
H -1.971 0.470 0.776 0.1745
H -1.039 1.628 -0.322 0.1565
H -0.546 -0.374 -1.101 0.2608
H -0.539 -1.525 0.302 0.2464
```

Results
energy relative to the best compared isomer or geometry (same formula, charge and spin): 4.522 eV
LUMO level: 0.56 eV
gap between HOMO and LUMO: 9.3830 eV
energy: -6725.0510 eV
total charge: 0
molar mass: 71.08 u

---

[4]
C6H9N | ωB97M-V/def2-TZVPD

```
16
Properties=species:S:1:pos:R:3:nbo_charge:R:1
C -1.375 -0.898 -0.655 -0.6238
C -0.221 0.021 -1.031 -0.1851
C 1.056 0.143 -0.246 -0.1844
C 1.312 -0.654 1.011 -0.6202
C 0.086 1.305 -0.263 -0.3624
C -0.727 1.603 0.889 0.2885
N -1.427 1.821 1.786 -0.3377
H -2.330 -0.362 -0.680 0.2247
H -1.440 -1.716 -1.381 0.2209
H -1.284 -1.355 0.336 0.2197
H -0.137 0.149 -2.108 0.2211
H 1.953 0.340 -0.832 0.2219
H 0.436 -0.670 1.666 0.2221
H 1.570 -1.685 0.749 0.2175
H 2.143 -0.230 1.584 0.2223
H 0.384 2.188 -0.825 0.2547
```

Results
energy relative to the best compared isomer or geometry (same formula, charge and spin): 1.043 eV
LUMO level: 0.87 eV
gap between HOMO and LUMO: 11.2507 eV
energy: -7857.1164 eV
total charge: 0
molar mass: 95.14 u

---

[5]
C13H18IrNO6S | ωB97M-V/def2-TZVPD

```
40
Properties=species:S:1:pos:R:3:nbo_charge:R:1
Ir -0.041 -0.400 -0.136 1.5657
C -1.853 1.198 2.076 -0.2551
O -0.855 0.172 1.816 -0.5756
C 0.152 0.007 2.850 -0.1061
C 1.396 0.731 2.422 -0.1063
O 1.753 0.171 1.136 -0.5543
C 2.663 0.951 0.323 -0.1080
C 1.884 1.955 -0.491 -0.1022
O 0.826 1.219 -1.168 -0.5929
C 0.175 1.934 -2.266 -0.2519
H -2.371 0.946 2.999 0.2295
H -1.376 2.174 2.156 0.1986
H -2.553 1.179 1.246 0.2198
H -0.229 0.391 3.795 0.2422
H 0.322 -1.066 2.940 0.2392
H 1.229 1.806 2.324 0.1972
H 2.212 0.552 3.124 0.2441
H 3.399 1.448 0.955 0.2402
H 3.169 0.233 -0.320 0.2416
H 1.426 2.742 0.111 0.2056
H 2.527 2.406 -1.247 0.2430
H 0.947 2.275 -2.951 0.2263
H -0.471 1.218 -2.766 0.2300
H -0.391 2.772 -1.864 0.2096
O -1.118 -3.357 1.463 -0.4502
C -0.660 -3.432 0.368 0.6517
N 0.131 -2.339 -0.195 -0.8048
S 0.759 -2.690 -1.733 2.2614
O 0.206 -1.563 -2.468 -0.9153
O 2.169 -2.841 -1.701 -0.8323
C -0.106 -4.197 -1.859 -0.2543
C -0.103 -5.060 -2.932 -0.1856
C -0.819 -6.249 -2.784 -0.1294
C -1.492 -6.546 -1.599 -0.1532
C -1.475 -5.668 -0.525 -0.1196
C -0.770 -4.480 -0.660 -0.1812
H 0.432 -4.833 -3.843 0.2604
H -0.845 -6.954 -3.603 0.2560
H -2.035 -7.477 -1.513 0.2558
H -1.992 -5.897 0.397 0.2606
```

Results
energy relative to the best compared isomer or geometry (same formula, charge and spin): 0.000 eV
LUMO level (spin up / spin down): -6.65 / -9.94 eV
2S+1: 5
gap between HOMO and LUMO (spin up / spin down): 9.4068 / 6.0546 eV
energy: -41200.4903 eV
total charge: +2
molar mass: 508.57 u

---

[6]
C7H10N3O | ωB97M-V/def2-TZVPD

```
21
Properties=species:S:1:pos:R:3:nbo_charge:R:1
C -1.870 1.057 -3.352 -0.1470
C -3.052 1.014 -2.618 -0.1963
C -0.664 0.746 -2.669 -0.3438
C -3.065 0.616 -1.316 -0.1772
C -0.879 0.262 -1.453 0.5581
C -1.857 -0.004 -0.616 0.1932
C 2.388 -0.568 0.540 0.5093
N 1.437 -0.626 -0.133 -0.5110
N 3.367 -0.708 1.333 -0.8686
N 2.726 -0.945 3.955 -1.1158
O -1.838 -0.343 0.689 -0.6201
H -1.919 1.530 -4.325 0.2644
H -4.001 1.268 -3.061 0.2591
H 0.308 0.685 -3.095 0.3159
H -3.972 0.761 -0.789 0.2615
H 3.366 -0.438 4.608 0.3970
H 4.307 -0.565 0.910 0.4207
H 3.331 -0.807 2.388 0.4574
H 1.923 -0.270 3.676 0.4035
H 2.599 -1.913 4.221 0.4079
H -2.633 -0.752 1.106 0.5317
```

Results
energy relative to the best compared isomer or geometry (same formula, charge and spin): 5.255 eV
LUMO level: -6.04 eV
gap between HOMO and LUMO: 6.5441 eV
energy: -13927.6953 eV
total charge: +1
molar mass: 152.18 u